7 unconnected molecules or ions with the total composition C44H95FN4O24PS7, computed with ωB97M-V/def2-TZVPD.

Last column: Mulliken charge in e.
CARTESIAN COORDINATES (ANGSTROEM)
C -1.640 2.595 -1.188  -0.515
C -2.214 1.085 -1.466  -0.557
C -1.170 0.219 -2.444  -0.970
C 0.182 -0.290 -1.696  0.577
C 1.448 0.317 -2.563  -0.313
C 0.269 -1.811 -1.156  0.425
C -0.931 -1.900 0.001  -0.456
C -0.808 -1.029 1.337  -1.427
O 0.455 -0.433 1.729  0.253
C 0.326 0.586 2.782  -0.461
C 1.580 1.677 2.608  -0.187
C 1.776 -2.176 -0.518  -1.087
C 1.762 -3.227 0.727  -0.391
C 3.218 -3.448 1.477  0.128
C 3.702 -5.039 1.337  -0.952
C 2.875 -2.753 -1.562  -1.116
P 4.608 -1.889 -1.522  0.403
N 5.882 -3.086 -1.017  -0.646
O 4.702 -0.646 -0.314  -0.460
C 2.467 -2.806 -3.138  -0.238
C 3.381 -4.029 -3.820  -0.252
C 4.137 -3.391 -5.163  0.401
O 5.230 -2.656 -4.941  -0.423
F 3.622 -3.685 -6.526  -0.251
C 0.866 -3.029 -3.347  -0.572
C 0.407 -2.148 -4.632  -0.256
C 0.169 -3.190 -5.922  -0.501
S -0.023 -2.221 -7.560  -0.092
C -1.321 -0.913 -7.096  0.311
N -1.190 0.577 -6.879  -0.227
N -2.502 0.925 -6.509  -0.232
C -3.427 -0.307 -6.490  -0.077
O -2.645 -1.518 -6.886  -0.173
N 0.014 -2.957 -2.097  0.620
C -1.391 -3.342 -2.466  0.084
O -1.853 -4.506 -1.627  -0.265
C -3.039 -5.130 -2.267  0.537
C -4.509 -4.396 -1.958  -0.450
O -2.928 -6.235 -3.016  -0.519
H -1.436 2.834 -0.060  0.042
H -2.375 3.367 -1.701  0.308
H -0.614 2.677 -1.786  0.019
H -2.560 0.496 -0.520  0.195
H -3.191 1.224 -2.137  0.403
H -1.802 -0.559 -3.020  -0.086
H -0.842 1.028 -3.261  0.372
H 0.228 0.407 -0.719  0.102
H 1.244 0.334 -3.741  0.116
H 1.528 1.484 -2.305  0.023
H 2.493 -0.117 -2.287  -0.065
H -2.001 -1.603 -0.441  0.143
H -0.988 -3.047 0.330  0.507
H -1.611 -0.144 1.331  0.326
H -1.156 -1.717 2.250  0.241
H -0.651 1.227 2.733  0.299
H 0.504 0.082 3.835  0.072
H 2.544 1.241 3.109  0.126
H 1.337 2.700 3.154  0.000
H 1.752 1.966 1.462  0.026
H 2.165 -1.144 -0.099  0.520
H 1.495 -4.293 0.257  0.107
H 1.003 -3.056 1.583  0.119
H 3.058 -3.300 2.652  0.210
H 4.045 -2.681 1.178  0.081
H 4.402 -5.232 0.420  0.150
H 2.769 -5.776 1.224  0.261
H 4.249 -5.407 2.332  0.315
H 3.119 -3.885 -1.267  0.540
H 6.274 -2.827 -0.085  0.286
H 5.508 -4.059 -1.045  0.268
H 5.518 -0.795 0.249  0.270
H 2.900 -1.812 -3.635  0.817
H 2.748 -4.972 -4.101  0.348
H 4.242 -4.331 -3.089  0.280
H 0.763 -4.172 -3.692  0.840
H 1.268 -1.418 -5.024  0.457
H -0.617 -1.603 -4.500  -0.382
H 1.110 -3.913 -5.969  0.359
H -0.808 -3.829 -5.793  0.292
H -4.566 -0.358 -6.200  0.400
H 0.332 -3.821 -1.545  0.691
H -1.509 -3.791 -3.568  0.200
H -2.226 -2.552 -2.362  0.071
H -5.058 -4.967 -1.083  0.336
H -5.111 -4.421 -2.972  0.094
H -4.262 -3.265 -1.673  0.181
O -7.689 -3.857 -4.877  -0.545
S -8.328 -4.712 -5.854  1.146
O -8.919 -5.984 -5.493  -0.603
O -7.308 -4.945 -7.103  -0.269
C -6.021 -5.490 -6.835  -0.207
C -6.097 -6.972 -6.517  -1.051
C -9.552 -3.767 -6.726  -0.991
H -5.529 -4.937 -6.028  0.210
H -5.417 -5.350 -7.738  0.283
H -6.640 -7.150 -5.584  0.308
H -5.096 -7.398 -6.406  0.387
H -6.629 -7.511 -7.308  0.292
H -9.115 -2.817 -7.038  0.297
H -10.385 -3.591 -6.042  0.389
H -9.896 -4.342 -7.588  0.360
O -0.431 3.935 3.880  -0.392
S -0.473 4.896 4.961  1.044
O -0.066 4.555 6.309  -0.636
O -1.956 5.568 5.016  -0.309
C -3.084 4.712 5.161  -0.207
C -3.192 4.165 6.573  -1.015
C 0.422 6.348 4.469  -0.968
H -3.050 3.902 4.425  0.195
H -3.974 5.311 4.942  0.295
H -2.350 3.507 6.808  0.278
H -4.111 3.586 6.697  0.399
H -3.181 4.979 7.305  0.271
H 0.105 6.642 3.468  0.268
H 1.486 6.098 4.467  0.378
H 0.231 7.144 5.190  0.369
O 5.237 -1.978 4.780  -0.673
S 4.649 -0.817 5.412  1.231
O 4.810 0.517 4.872  -0.592
O 5.071 -0.799 6.986  -0.275
C 6.454 -0.811 7.318  -0.398
C 7.105 0.534 7.045  -0.940
C 2.913 -1.111 5.639  -0.504
H 6.971 -1.616 6.785  0.298
H 6.528 -1.032 8.388  0.287
H 7.109 0.762 5.976  0.329
H 8.142 0.541 7.391  0.402
H 6.556 1.337 7.546  0.241
H 2.771 -2.099 6.079  0.414
H 2.436 -1.064 4.658  -0.190
H 2.503 -0.333 6.286  0.372
O 7.141 2.655 9.394  -0.572
S 6.552 3.815 10.026  1.186
O 6.713 5.150 9.486  -0.622
O 6.974 3.833 11.600  -0.290
C 8.358 3.822 11.932  -0.304
C 9.008 5.166 11.660  -0.978
C 4.816 3.522 10.254  -0.984
H 8.875 3.017 11.399  0.284
H 8.432 3.600 13.002  0.274
H 9.012 5.395 10.590  0.297
H 10.046 5.174 12.006  0.384
H 8.459 5.970 12.160  0.260
H 4.675 2.533 10.693  0.314
H 4.339 3.568 9.272  0.380
H 4.406 4.300 10.900  0.354
O 0.942 5.164 0.536  -0.490
S 1.227 5.562 -0.825  1.209
O 0.946 4.698 -1.954  -0.583
O 2.776 6.059 -0.919  -0.315
C 3.802 5.161 -0.512  -0.300
C 4.012 4.054 -1.530  -0.378
C 0.459 7.133 -1.134  -1.115
H 3.584 4.751 0.479  0.234
H 4.725 5.744 -0.425  0.289
H 3.132 3.408 -1.600  -0.262
H 4.864 3.427 -1.253  0.411
H 4.186 4.473 -2.526  0.293
H 0.688 7.811 -0.310  0.338
H -0.619 6.970 -1.197  0.374
H 0.829 7.529 -2.081  0.364
O -10.902 2.092 -5.457  -0.629
S -9.598 1.949 -6.067  1.158
O -9.307 0.901 -7.024  -0.578
O -8.466 1.917 -4.895  -0.239
C -8.571 0.929 -3.876  -0.542
C -8.192 -0.447 -4.391  -0.467
C -9.135 3.500 -6.796  -0.942
H -9.578 0.928 -3.445  0.360
H -7.878 1.214 -3.077  0.295
H -8.901 -0.796 -5.148  0.192
H -8.187 -1.179 -3.578  0.419
H -7.203 -0.426 -4.859  -0.023
H -9.314 4.301 -6.077  0.331
H -9.753 3.648 -7.684  0.373
H -8.083 3.458 -7.081  0.310

Forces on atoms 1 to 3 (eV/Å):
C 0.6 -0.3 -0.8
C -0.7 0.0 -1.4
C -0.7 1.5 0.0

Summary:
highest occupied orbital energy = -10.455 eV
energy above the lowest of the compared OMol25 structures with the same formula, charge and spin = 207.56 kcal/mol
frontier orbital gap = 0.2896 Eh
net charge = +1

A molecular structure, C32H21CdCl3N7O4Se, computed with ωB97M-V/def2-TZVPD.

Last column: Mulliken charge in e.
CARTESIAN COORDINATES (ANGSTROEM)
Cd 0.654 -0.093 -1.432  2.948
O 2.455 0.406 -2.683  -0.928
C 3.618 -0.055 -2.423  0.145
C 4.436 -0.318 -3.559  -0.372
C 5.667 -0.814 -3.494  -0.415
C 6.232 -1.131 -2.254  -0.404
C 5.548 -0.826 -1.049  -0.733
C 4.312 -0.272 -1.127  0.774
C 3.735 0.239 0.124  -1.275
N 2.488 0.537 0.219  1.060
N 2.033 0.950 1.376  -0.907
C 0.890 1.704 1.173  -0.011
O 0.372 1.816 0.050  -0.809
C 0.306 2.325 2.358  0.228
C 0.733 1.947 3.631  -0.102
C 0.034 2.321 4.779  -0.628
C -1.062 3.149 4.651  -0.345
C -1.420 3.608 3.383  -0.501
C -0.782 3.188 2.219  -0.367
H 3.970 -0.030 -4.508  0.298
H 6.255 -1.090 -4.391  0.293
H 7.228 -1.636 -2.100  0.249
H 6.063 -1.100 -0.132  0.374
H 4.392 0.359 0.976  0.263
H 1.735 1.459 3.760  0.300
H 0.171 1.855 5.746  0.342
H -1.602 3.354 5.554  0.386
H -2.367 4.179 3.245  0.275
H -1.022 3.581 1.219  0.374
N -7.439 -3.392 5.285  -0.495
C -6.608 -3.343 4.485  0.027
C -5.458 -3.305 3.648  0.700
C -4.275 -3.620 4.297  -0.806
C -3.131 -3.425 3.606  -0.302
C -3.102 -2.768 2.368  0.988
C -4.371 -2.457 1.663  -0.464
C -5.540 -2.796 2.350  -0.862
N -1.836 -2.349 1.757  0.347
C -0.610 -2.253 2.433  -0.254
C 0.247 -1.585 1.657  -1.213
N -0.349 -1.320 0.441  0.185
C -1.606 -1.765 0.518  -0.651
H -4.303 -4.112 5.327  0.315
H -2.153 -3.741 4.007  0.306
H -4.394 -2.076 0.670  0.373
H -6.500 -2.624 1.869  0.381
H -0.445 -2.669 3.424  0.261
H 1.288 -1.246 1.814  0.460
H -2.281 -1.775 -0.344  0.348
Se -1.698 0.463 -3.997  0.387
N -0.443 1.240 -2.924  -0.381
C -0.293 2.557 -3.136  0.858
C 0.660 3.478 -2.626  -0.505
C 0.505 4.794 -2.966  -0.615
C -0.471 5.265 -3.888  -0.449
C -1.425 4.453 -4.445  -0.673
C -1.425 3.066 -4.042  0.578
N -2.205 2.104 -4.561  -0.875
H 1.418 3.184 -1.925  0.376
H 1.194 5.549 -2.572  0.366
H -0.409 6.298 -4.150  0.388
H -2.179 4.769 -5.170  0.417
Cl 0.100 -4.076 -4.748  -0.132
C 0.725 -3.932 -3.103  0.539
Cl 2.391 -4.505 -2.954  -0.116
Cl -0.369 -5.077 -2.036  -0.205
C 0.613 -2.534 -2.596  0.165
O 1.462 -2.227 -1.695  -0.762
O -0.360 -1.860 -3.050  -0.518

Forces on atoms 1 to 3 (eV/Å):
Cd 1.2 0.8 0.9
O -0.7 0.3 0.9
C 1.9 -0.3 0.0

Summary:
highest occupied orbital energy = -3.627 eV
energy above the lowest of the compared OMol25 structures with the same formula, charge and spin = 0.00 kcal/mol
frontier orbital gap = 0.1711 Eh
net charge = -1

A gas-phase ion, C4H4F6IN2O (charge +1), computed with ωB97M-V/def2-TZVPD.

Last column: Mulliken charge in e.
CARTESIAN COORDINATES (ANGSTROEM)
C -1.929 -0.251 0.072  0.313
C -0.524 0.715 -0.479  0.887
C 1.891 0.354 -0.595  0.599
C 2.869 -0.338 0.371  0.339
N -3.034 0.358 -0.252  -0.376
N -1.769 -1.196 0.954  -0.332
O 0.561 -0.133 -0.532  -0.292
F -0.472 1.781 0.429  -0.245
F -0.851 1.251 -1.566  -0.249
F 1.905 1.710 -0.354  -0.281
F 2.271 0.332 -1.862  -0.242
F 2.333 -0.176 1.603  -0.223
F 3.980 0.355 0.375  -0.186
I 3.044 -2.419 -0.013  0.156
H -2.962 0.854 -1.181  0.309
H -3.975 -0.004 0.251  0.308
H -0.811 -1.578 1.285  0.270
H -2.527 -1.613 1.494  0.245

Forces on atoms 1 to 3 (eV/Å):
C 3.2 2.2 0.1
C -0.9 -1.6 4.3
C -0.5 3.0 -1.3

Summary:
highest occupied orbital energy = -13.475 eV
energy above the lowest of the compared OMol25 structures with the same formula, charge and spin = 21.42 kcal/mol
frontier orbital gap = 0.3459 Eh
SMILES string = NC(=[NH2+])C(F)(F)OC(F)(F)C(F)(F)I
net charge = +1

A molecular structure, C4H10O2, computed with ωB97M-V/def2-TZVPD.

Last column: Mulliken charge in e.
CARTESIAN COORDINATES (ANGSTROEM)
C 1.977 -0.827 0.556  -1.233
C 0.461 -0.758 0.468  -0.518
C -0.036 0.334 -0.455  0.305
O 0.406 0.091 -1.771  -0.547
C -1.537 0.351 -0.449  -0.597
O -2.065 1.391 -1.251  -0.533
H 2.287 -1.632 1.228  0.364
H 2.410 -1.009 -0.431  0.298
H 2.391 0.112 0.942  0.309
H 0.057 -1.711 0.101  0.356
H 0.026 -0.583 1.462  0.320
H 0.316 1.325 -0.106  0.184
H -0.041 0.748 -2.325  0.359
H -1.872 0.662 0.643  0.237
H -2.032 -0.604 -0.612  0.339
H -2.285 1.544 -0.245  0.358

Forces on atoms 1 to 3 (eV/Å):
C 0.1 0.0 0.0
C 0.1 -0.1 0.1
C 0.0 -0.2 0.3

Summary:
highest occupied orbital energy = -10.184 eV
energy above the lowest of the compared OMol25 structures with the same formula, charge and spin = 56.32 kcal/mol
frontier orbital gap = 0.4014 Eh
net charge = 0

A molecular structure, C50H38N6PZr, computed with ωB97M-V/def2-TZVPD.

Last column: Mulliken charge in e.
CARTESIAN COORDINATES (ANGSTROEM)
Zr 0.377 0.671 0.006  -2.089
C -1.807 1.264 5.283  -0.668
C -2.331 0.840 4.069  -0.904
C -1.485 0.396 3.061  -0.144
C -0.111 0.373 3.266  -0.723
C 0.418 0.794 4.482  -0.333
C -0.433 1.235 5.485  -0.846
N 0.725 0.037 2.169  2.649
C 1.686 -0.869 2.254  0.390
C 1.848 -1.791 3.344  -1.148
C 2.867 -2.686 3.335  -0.747
C 3.827 -2.752 2.273  -0.853
C 3.722 -1.911 1.219  -0.658
C 2.651 -0.974 1.180  0.142
N 2.498 -0.069 0.184  2.173
N 3.401 0.097 -0.708  -1.545
C 3.044 1.140 -1.579  -0.215
C 3.967 1.517 -2.549  -0.667
C 3.655 2.581 -3.369  -0.386
C 2.435 3.235 -3.217  -1.006
C 1.557 2.776 -2.261  -0.522
N 1.848 1.740 -1.453  0.648
H -2.466 1.611 6.067  0.445
H -3.400 0.847 3.903  0.500
H -1.894 0.045 2.118  0.333
H 1.490 0.801 4.630  0.542
H -0.016 1.569 6.426  0.423
H 1.131 -1.776 4.151  0.523
H 2.956 -3.387 4.155  0.456
H 4.621 -3.483 2.316  0.439
H 4.417 -1.940 0.392  0.542
H 4.901 0.980 -2.614  0.590
H 4.359 2.905 -4.124  0.443
H 2.158 4.073 -3.838  0.470
H 0.577 3.214 -2.117  0.464
C -3.111 1.635 -3.169  0.140
C -3.858 2.519 -2.218  -1.599
C -3.337 2.939 -1.066  -1.331
C -1.981 2.539 -0.623  0.721
C -1.242 1.633 -1.295  1.012
C -1.843 1.021 -2.516  -0.293
C -1.362 3.167 0.567  1.599
C -1.948 4.251 1.265  -1.319
C -1.295 4.801 2.324  -1.301
C -0.005 4.351 2.686  1.074
C 0.744 4.928 3.741  -0.890
C 2.012 4.498 4.000  -0.798
C 2.588 3.486 3.198  -0.738
C 1.879 2.902 2.187  -0.377
C 0.552 3.310 1.930  0.112
N -0.164 2.705 0.926  1.074
H -2.956 2.143 -4.125  0.548
H -4.857 2.840 -2.492  0.406
H -3.947 3.571 -0.434  0.393
H -1.080 0.824 -3.277  0.599
H -2.914 4.624 0.965  0.419
H -1.745 5.616 2.879  0.468
H 0.296 5.721 4.325  0.455
H 2.587 4.941 4.801  0.436
H 3.606 3.169 3.383  0.504
H 2.349 2.135 1.582  0.318
N -0.722 -0.991 -0.112  0.680
P -0.852 -2.126 -1.212  2.189
C -1.879 -1.542 -2.559  -0.438
C -1.857 -2.031 -3.802  -0.035
C -2.660 -1.429 -4.880  -0.965
C -3.501 -0.419 -4.656  -1.164
C -3.697 0.195 -3.305  0.354
C -2.651 -0.288 -2.269  -0.579
C -1.536 -3.616 -0.486  -0.119
C -1.654 -3.664 0.899  -0.124
C -2.147 -4.806 1.516  -0.793
C -2.524 -5.898 0.750  -0.537
C -2.413 -5.851 -0.635  -0.715
C -1.922 -4.714 -1.253  -0.452
C 0.739 -2.578 -1.941  0.430
C 1.295 -1.759 -2.928  -0.167
C 2.574 -1.997 -3.406  -0.886
C 3.315 -3.059 -2.903  -0.646
C 2.770 -3.878 -1.924  -0.910
C 1.489 -3.642 -1.444  -0.697
H -1.221 -2.872 -4.055  0.464
H -2.572 -1.847 -5.874  0.451
H -4.099 -0.033 -5.474  0.415
H -4.744 0.112 -3.000  0.557
H -3.050 -0.275 -1.254  0.429
H -1.366 -2.801 1.488  0.264
H -2.240 -4.839 2.593  0.444
H -2.909 -6.788 1.229  0.398
H -2.714 -6.703 -1.231  0.428
H -1.848 -4.686 -2.334  0.346
H 0.724 -0.938 -3.349  0.220
H 2.988 -1.359 -4.176  0.518
H 4.310 -3.254 -3.278  0.413
H 3.343 -4.710 -1.535  0.455
H 1.077 -4.287 -0.678  0.421

Forces on atoms 1 to 3 (eV/Å):
Zr -1.4 -0.6 0.6
C 0.0 0.0 0.0
C 0.1 0.0 0.0

Summary:
highest occupied orbital energy (alpha / beta) = -9.697 / -9.725 eV
energy above the lowest of the compared OMol25 structures with the same formula, charge and spin = 43.92 kcal/mol
frontier orbital gap (alpha / beta) = 0.2044 / 0.2070 Eh
net charge = +1

A molecular structure, C5H8Cl6O3, computed with ωB97M-V/def2-TZVPD.

Last column: Mulliken charge in e.
CARTESIAN COORDINATES (ANGSTROEM)
C 19.815 21.086 -6.986  -1.143
O 18.959 21.731 -6.204  -0.030
C 19.055 21.713 -4.839  0.582
O 19.983 21.279 -4.179  -0.546
O 18.018 22.362 -4.383  -0.215
C 17.916 22.781 -2.979  -0.676
H 20.514 21.647 -7.606  0.401
H 19.240 20.461 -7.669  0.243
H 20.432 20.415 -6.389  0.512
H 17.050 23.443 -2.944  0.260
H 18.769 23.438 -2.812  0.296
H 17.668 21.891 -2.402  0.289
C 21.277 23.745 -5.214  0.198
Cl 21.763 22.190 -5.987  -0.146
Cl 19.808 24.448 -5.910  -0.162
Cl 22.639 24.897 -5.231  -0.152
H 21.047 23.446 -4.192  0.242
C 17.450 24.018 -6.508  1.164
Cl 16.497 25.006 -5.304  -0.154
Cl 18.228 25.082 -7.808  -0.195
Cl 16.542 22.777 -7.348  -0.118
H 18.266 23.629 -5.899  -0.649

Forces on atoms 1 to 3 (eV/Å):
C 1.3 -4.3 -3.0
O -2.2 1.8 3.1
C 2.0 -0.6 0.3

Summary:
highest occupied orbital energy = -10.225 eV
frontier orbital gap = 0.3889 Eh
net charge = 0

A molecular structure, C5H10N2, computed with ωB97M-V/def2-TZVPD.

Last column: Mulliken charge in e.
CARTESIAN COORDINATES (ANGSTROEM)
C -2.781 0.849 -0.320  -1.029
C 2.227 0.588 0.745  -1.046
N -0.394 0.614 -0.222  -0.386
C -1.189 -0.295 0.217  0.382
C 1.311 -0.210 -0.112  0.467
C 1.620 -1.271 -0.838  -0.772
N -1.447 -1.218 0.975  -0.544
H -0.430 0.959 -1.168  0.320
H -0.715 -1.865 1.241  0.268
H -3.155 0.260 -1.151  0.286
H -2.621 1.889 -0.580  0.308
H -3.359 0.773 0.592  0.316
H 2.250 1.629 0.417  0.260
H 1.901 0.581 1.788  0.252
H 3.251 0.199 0.708  0.362
H 0.887 -1.846 -1.389  0.273
H 2.644 -1.635 -0.903  0.284

Forces on atoms 1 to 3 (eV/Å):
C 1.2 -2.3 0.9
C 0.0 0.2 0.0
N 7.7 -1.7 0.1

Summary:
highest occupied orbital energy = -7.937 eV
energy above the lowest of the compared OMol25 structures with the same formula, charge and spin = 110.01 kcal/mol
frontier orbital gap = 0.3215 Eh
net charge = 0